1.
Density functional theory data (the ωB97M-V functional and the def2-TZVPD basis) for 2 unconnected molecules or ions with the total composition C23H33ClFN4O4.

Geometry as XYZ:
```
66
Properties=species:S:1:pos:R:3:forces:R:3
C 3.6771 -0.8139 2.5996 -0.619 0.445 -0.698
C 2.7831 -0.3210 1.9474 1.759 0.928 -0.394
C 1.8817 0.4580 1.0155 -0.412 -2.310 1.219
C 0.9929 1.3120 1.9697 -0.266 0.580 -0.603
C 1.5744 2.6855 2.3877 -0.495 -0.004 0.253
C 2.9089 2.6309 3.1571 -0.153 0.354 -0.702
Cl 3.0785 4.1998 4.0463 0.123 -0.633 -0.119
C 2.5278 1.0763 -0.2237 2.183 -0.051 -1.007
F 2.9176 2.3926 -0.2237 -0.863 -0.146 0.394
N 1.6087 0.8275 -1.3704 -0.689 0.539 1.309
C 1.7565 1.6926 -2.5514 0.708 0.264 -1.652
N 3.1404 1.5958 -3.0346 -0.863 0.398 0.756
C 0.8069 -0.1491 -1.1216 -0.855 0.213 -0.235
C -0.2062 -0.5468 -2.1793 0.138 -0.760 -0.574
N -1.0669 0.5464 -2.6379 0.422 0.161 0.091
C 1.1283 -0.7370 0.2558 -0.133 -0.880 -0.446
C 2.1602 -1.8807 -0.1253 -0.457 -0.430 -0.514
O 1.6615 -2.6001 -1.2739 0.778 0.622 0.206
C 2.8081 -3.0461 -2.0166 0.328 -1.229 -0.843
C 2.4321 -4.2213 -2.9588 -0.068 0.953 0.675
C 0.0494 -1.5461 1.0332 -1.021 0.156 -1.017
C -1.3018 -0.8512 1.3282 -0.200 0.049 1.071
O -1.4872 -0.4415 2.4562 0.115 0.004 -0.296
C -2.4434 -0.6806 0.3433 0.561 0.318 -0.335
C -2.8043 0.6181 -0.0289 -0.141 0.357 -0.132
C -3.8624 0.8150 -0.9146 -0.334 -0.446 -0.108
C -4.5770 -0.2877 -1.3901 -0.279 -0.147 -0.404
C -4.2325 -1.5875 -1.0247 0.337 0.078 0.385
C -3.1580 -1.7645 -0.1583 0.428 -0.531 0.280
H 4.5397 -1.2178 3.1020 -0.527 0.019 0.021
H 0.0082 1.4765 1.4969 0.356 0.091 0.160
H 0.8039 0.7208 2.8789 0.028 0.052 -0.484
H 0.8364 3.1370 3.0766 0.230 -0.319 -0.264
H 1.5995 3.3732 1.5261 0.323 -0.269 0.391
H 3.7700 2.5744 2.4739 -0.288 -0.035 0.317
H 2.9465 1.7732 3.8421 -0.048 0.542 0.019
H 3.4464 0.5639 -0.5647 -0.302 -0.060 0.707
H 1.1054 1.4090 -3.3887 -0.275 -0.356 0.826
H 1.4817 2.7256 -2.2851 0.095 -0.511 0.253
H 3.1437 1.3593 -4.0178 0.218 0.171 0.086
H 3.5817 2.4912 -2.8617 0.387 -0.258 -0.325
H -0.7830 -1.4384 -1.8850 0.305 0.455 0.217
H 0.3902 -0.8804 -3.0576 0.003 -0.015 0.553
H -0.9771 1.3776 -2.0662 -0.320 -0.144 0.001
H -2.0387 0.2633 -2.6729 0.123 0.085 0.197
H 2.2005 -2.6207 0.6914 0.397 0.629 -0.070
H 3.1512 -1.4925 -0.3979 -0.253 0.014 0.484
H 3.5890 -3.4497 -1.3411 -0.412 0.412 0.009
H 3.2530 -2.2083 -2.5926 -0.229 -0.212 0.337
H 1.7845 -4.8918 -2.3758 0.195 0.033 -0.406
H 3.3563 -4.7456 -3.2466 -0.453 0.180 -0.048
H 1.9036 -3.8331 -3.8401 0.113 -0.390 0.191
H 0.4733 -1.9188 1.9788 -0.108 0.450 -0.264
H -0.1682 -2.4394 0.4125 0.123 0.374 0.192
H -2.2639 1.4964 0.3450 -0.130 -0.428 0.016
H -4.1741 1.8001 -1.2647 0.236 -0.161 0.342
H -5.4241 -0.1483 -2.0683 0.323 0.097 0.267
H -4.7700 -2.4741 -1.3662 0.017 0.463 -0.013
H -2.8671 -2.7648 0.1841 -0.195 0.273 -0.283
C -4.9753 1.2969 3.3127 0.174 -0.218 -0.024
N -6.0221 1.6950 2.3311 0.034 -0.045 0.077
O -6.0706 1.0812 1.2826 -0.039 0.040 -0.026
O -6.7527 2.6058 2.6495 0.020 -0.016 -0.069
H -4.4006 0.4760 2.8955 -0.046 0.042 -0.047
H -4.3435 2.1638 3.4862 -0.110 0.026 0.086
H -5.4814 0.9921 4.2245 -0.001 0.139 0.012
```
Positions in Å, forces in eV/Å.

Properties
Total energy   -1975.8039 Ha
Charge   +1
2S+1   1
LUMO energy   -0.1380 Eh
Orbital gap   0.312 Eh

2.
Density functional theory data (the ωB97M-V functional and the def2-TZVPD basis) for C23H33N2O5P in the gas phase.

Geometry as XYZ:
```
64
Properties=species:S:1:pos:R:3:forces:R:3
C -0.3445 3.6314 -0.0955 -0.202 0.139 -0.043
C -1.5766 3.3791 -0.9542 0.147 -0.199 -0.083
C -1.7444 1.9093 -1.3415 -0.075 0.118 0.385
C -2.0511 0.9934 -0.1615 -0.619 0.073 -0.634
O -0.8653 0.7190 0.5862 0.594 -0.600 0.490
P -0.6756 -0.7452 1.1972 -0.395 0.760 0.598
O -1.3707 -1.8316 0.5003 0.165 -0.370 -0.208
O -1.2293 -0.5518 2.7049 0.548 0.359 -0.944
C -1.8833 -1.6469 3.3303 -0.258 -0.678 0.331
C -0.8783 -2.6166 3.9369 -0.229 0.203 0.157
C -1.5390 -3.7576 4.7098 0.111 0.024 -0.262
C -2.3322 -4.7050 3.8173 0.057 0.099 0.220
C 1.2024 -0.8512 1.2867 -0.658 -0.248 -0.148
N 1.8523 0.0630 0.3917 0.269 0.376 0.195
C 1.5795 0.1189 -0.9532 0.187 -0.007 -0.537
C 0.9036 -0.9004 -1.6293 0.105 0.041 0.202
C 0.6806 -0.7983 -2.9848 0.065 0.272 -0.318
C 1.1299 0.3065 -3.7083 -0.002 -0.086 0.299
C 0.8479 0.3699 -5.1528 -0.098 -0.170 -0.285
O 0.2522 -0.4817 -5.7709 0.045 0.115 0.041
O 1.3371 1.4872 -5.7239 0.068 0.055 0.347
C 1.1022 1.6453 -7.1201 -0.221 -0.074 -0.544
C -0.2832 2.2147 -7.3939 0.300 -0.166 0.242
C 1.8305 1.3119 -3.0400 -0.127 -0.127 -0.045
C 2.0514 1.2168 -1.6864 -0.010 -0.027 0.106
C 1.6527 -0.5866 2.6886 0.299 0.017 0.376
C 1.3555 0.6316 3.2903 0.211 -0.167 0.096
C 1.7703 0.8453 4.5941 -0.149 0.245 -0.266
N 2.4420 -0.0493 5.2994 0.148 0.057 0.512
C 2.7313 -1.2025 4.7251 0.057 -0.267 -0.165
C 2.3637 -1.5238 3.4262 -0.102 0.222 -0.101
H 0.5499 3.3184 -0.6286 0.144 -0.040 0.001
H -0.4084 3.0722 0.8332 0.090 -0.006 0.136
H -0.2569 4.6899 0.1409 0.078 0.082 0.050
H -2.4692 3.7125 -0.4194 -0.070 0.055 -0.051
H -1.5000 3.9690 -1.8703 -0.079 0.063 0.013
H -0.8416 1.5500 -1.8368 0.017 -0.092 -0.108
H -2.5734 1.8222 -2.0465 -0.005 -0.081 -0.040
H -2.7827 1.4590 0.5073 0.045 -0.041 0.004
H -2.4574 0.0418 -0.5200 0.009 0.152 0.049
H -2.4996 -2.1584 2.5862 -0.050 0.094 0.151
H -2.5209 -1.2094 4.1029 0.024 -0.067 -0.059
H -0.2717 -3.0222 3.1220 0.099 -0.077 0.011
H -0.2182 -2.0582 4.6052 0.044 0.014 -0.061
H -0.7549 -4.3221 5.2186 -0.040 0.037 0.094
H -2.1951 -3.3394 5.4760 0.032 -0.003 0.115
H -1.7077 -5.0767 3.0087 0.035 -0.075 -0.134
H -3.1929 -4.2052 3.3824 -0.127 -0.019 -0.108
H -2.6886 -5.5543 4.3954 -0.085 -0.102 -0.025
H 1.4500 -1.8803 0.9961 -0.107 0.068 0.099
H 2.0844 0.9548 0.8068 -0.008 -0.120 -0.029
H 0.5375 -1.7613 -1.0961 -0.093 -0.127 0.036
H 0.1454 -1.5737 -3.5111 -0.046 -0.079 -0.036
H 1.2118 0.6725 -7.6114 0.064 0.197 0.054
H 1.8834 2.3267 -7.4648 -0.071 -0.117 0.050
H -1.0424 1.5143 -7.0548 -0.074 -0.024 -0.021
H -0.4062 2.3792 -8.4606 -0.040 0.040 -0.121
H -0.4129 3.1587 -6.8695 -0.029 0.104 -0.003
H 2.1898 2.1660 -3.5922 0.043 0.068 -0.019
H 2.5973 1.9947 -1.1700 0.057 0.074 0.037
H 0.7861 1.3780 2.7571 -0.100 0.154 0.012
H 1.5518 1.7737 5.1050 -0.070 0.112 -0.046
H 3.2818 -1.9048 5.3369 0.055 -0.125 -0.024
H 2.6202 -2.4828 3.0027 0.029 -0.107 -0.040
```
Positions in Å, forces in eV/Å.

Properties
Total energy   -1723.4045 Ha
SMILES   CCCCOP(=O)(OCCCC)[C@@H](Nc1ccc(C(=O)OCC)cc1)c1ccncc1
Energy above the lowest of the compared OMol25 structures with the same formula, charge and spin   0.2030 eV
2S+1   1
LUMO energy   0.0231 Eh
Orbital gap   0.326 Eh

3.
Density functional theory data (the ωB97M-V functional and the def2-TZVPD basis) for C23H33N3O4 in the gas phase.

Geometry as XYZ:
```
63
Properties=species:S:1:pos:R:3:forces:R:3
C 4.2976 1.9235 2.9188 -0.211 0.120 0.117
C 2.8810 2.4850 2.9472 0.048 -0.029 -0.206
C 2.0166 1.9957 1.7844 0.029 -0.101 0.161
C 1.8390 0.4793 1.7006 -0.155 0.230 0.065
C 1.2067 -0.1321 2.9562 0.245 -0.078 -0.127
C 1.0985 -1.6346 2.7864 -0.050 0.300 0.335
O 1.9997 -2.3689 3.1514 0.398 -0.037 0.064
N -0.0238 -2.1398 2.2149 -0.263 -0.317 -0.106
C -1.1262 -1.4227 1.6242 -0.082 0.340 -0.346
C -1.1255 -1.6413 0.1075 -0.120 0.143 0.353
N -1.2243 -3.0619 -0.1617 0.003 0.016 0.078
C -1.5977 -3.4362 -1.4976 0.309 -0.057 -0.352
C -0.5463 -3.2356 -2.6260 -0.602 -0.478 0.306
N -0.1613 -1.8603 -2.7761 0.377 0.437 0.089
C -0.9518 -0.9197 -3.2473 0.169 0.071 -0.022
C -0.7149 0.4416 -3.1190 0.109 -0.321 -0.074
C 0.4159 0.9127 -2.3565 -0.135 0.134 -0.072
O 1.2535 0.1515 -1.8692 0.241 0.004 0.076
C 0.5423 2.4035 -2.1540 0.108 0.082 0.176
C -0.8338 3.0729 -2.0843 0.178 0.090 0.160
C -1.5930 2.5505 -0.9035 -0.583 -0.218 -0.585
C -2.6863 1.7430 -0.7909 0.387 0.401 -0.139
C -2.9175 1.5780 0.5983 0.332 0.244 0.399
C -1.9478 2.2939 1.2245 -0.669 -0.488 0.269
O -1.1429 2.8857 0.3252 0.431 0.285 -0.097
C -1.5719 2.8125 -3.3917 -0.238 0.073 0.120
C -1.7127 1.3339 -3.6985 0.103 0.043 -0.023
O -2.6252 0.9244 -4.3941 -0.170 0.058 -0.056
C -0.0932 -3.7698 0.4049 -0.165 -0.037 0.280
C -0.0910 -3.5565 1.9201 0.390 -0.326 -0.092
H 4.2960 0.8495 3.0837 0.079 -0.149 -0.001
H 4.9010 2.3840 3.6981 0.117 -0.018 0.042
H 4.7670 2.1246 1.9580 0.101 -0.014 -0.108
H 2.4064 2.2289 3.8962 -0.036 0.073 0.067
H 2.9298 3.5759 2.8949 -0.053 -0.005 0.089
H 2.4741 2.3281 0.8490 -0.047 0.079 -0.062
H 1.0337 2.4683 1.8556 -0.033 0.031 -0.094
H 1.2175 0.2597 0.8295 0.057 -0.061 -0.067
H 2.8065 0.0044 1.5334 -0.003 -0.096 -0.062
H 0.2452 0.3321 3.1752 -0.032 0.059 0.017
H 1.8705 0.0296 3.8060 -0.105 -0.074 0.034
H -2.0590 -1.8213 2.0409 0.003 0.094 -0.029
H -1.0729 -0.3572 1.8336 0.022 -0.050 0.025
H -0.2017 -1.1994 -0.2950 -0.094 0.061 0.030
H -1.9812 -1.1286 -0.3367 0.021 0.037 -0.037
H -1.8590 -4.4987 -1.4839 -0.073 0.012 -0.087
H -2.4936 -2.8662 -1.7589 -0.037 -0.061 -0.067
H 0.3476 -3.8223 -2.4116 -0.028 0.021 -0.108
H -0.9896 -3.5962 -3.5591 0.114 -0.048 0.013
H 0.6680 -1.4995 -2.2907 -0.177 -0.047 -0.124
H -1.8562 -1.2256 -3.7638 -0.056 -0.059 0.013
H 1.1167 2.5827 -1.2433 0.016 -0.073 -0.067
H 1.1098 2.8122 -2.9952 0.031 0.025 -0.008
H -0.6922 4.1516 -1.9463 -0.028 -0.113 -0.051
H -3.2659 1.3239 -1.5871 -0.099 -0.065 -0.249
H -3.6986 1.0074 1.0572 -0.152 -0.099 0.182
H -1.7370 2.4678 2.2613 0.111 0.088 0.122
H -2.5682 3.2578 -3.3860 0.018 -0.068 -0.069
H -1.0161 3.2644 -4.2186 0.010 0.008 0.012
H 0.8684 -3.4106 0.0003 0.022 -0.059 0.001
H -0.1944 -4.8342 0.1846 0.047 -0.029 -0.018
H -1.0118 -3.9657 2.3476 0.030 -0.018 -0.048
H 0.7757 -4.0357 2.3770 -0.157 0.030 -0.042
```
Positions in Å, forces in eV/Å.

Properties
Total energy   -1361.4700 Ha
SMILES   CCCCCC(=O)N1CCN(CCNC=C2C(=O)CC(c3ccco3)CC2=O)CC1
Energy above the lowest of the compared OMol25 structures with the same formula, charge and spin   2.6574 eV
2S+1   1
LUMO energy   0.0104 Eh
Orbital gap   0.317 Eh